[1]
Formula: C4H8OS
Source: the Open Molecules 2025 dataset
Level of theory: wB97M-V/def2-TZVPD

```
! RIJCOSX wB97M-V def2-TZVPD def2/J DEFGRID3
* xyz 0 1
S -1.99 -0.99 -0.31
O 1.60 0.40 -0.65
C 0.76 -1.76 0.01
C -1.16 1.62 -0.02
C -0.85 0.16 -0.02
C 0.58 -0.24 0.26
H -0.93 2.10 -1.00
H -2.24 1.72 0.14
H -0.71 2.25 0.74
H 1.65 1.24 -0.31
H 1.78 -2.12 0.19
H 0.13 -2.24 0.72
H 0.83 0.02 1.34
H 0.57 -2.16 -1.09
*
```

Its highest occupied orbital energy is -8.7 eV. The calculation puts the frontier orbital gap at 8.29 eV. As for the max |F|: 4.05 eV Å⁻¹. The calculation puts the LUMO energy at -0.40 eV. The value obtained for the total energy is -630.58215 hartree. As for the relative energy (zero: lowest compared OMol25 entry of this formula, charge and spin): 1.436 eV.


[2]
Formula: C39H42CrNO5P2S2
Source: the Open Molecules 2025 dataset
Level of theory: wB97M-V/def2-TZVPD

```
! RIJCOSX wB97M-V def2-TZVPD def2/J DEFGRID3
* xyz 0 2
Cr -0.45 0.01 0.04
S 1.04 -1.19 -1.82
S 1.54 1.32 0.23
P -2.12 2.25 0.68
P 2.39 0.07 -1.10
O -0.92 0.85 -1.63
O -5.30 -1.11 -5.61
O -0.18 -1.10 1.42
O -2.29 -0.83 -0.14
O -6.55 -2.34 -4.37
N -5.58 -1.64 -4.55
C 1.43 -0.18 3.83
C -0.14 4.10 1.22
C 4.54 -0.18 0.65
C -1.31 4.49 -0.84
C -0.84 0.90 3.80
C -0.05 -0.34 4.20
C -1.15 3.74 0.32
C -4.16 -1.88 -1.11
C 3.77 -0.81 -0.32
C 4.11 -2.09 -0.75
C 2.81 2.60 -4.22
C 5.99 -2.09 0.74
C -0.64 -1.63 3.67
C -3.02 -0.99 -1.17
C 4.48 0.90 -2.80
C -0.53 -2.04 2.34
C -1.06 -3.73 -0.55
C -1.72 -3.73 4.20
C -3.65 -0.55 -3.53
C 2.32 1.91 -3.13
C -1.42 -4.18 2.92
C 1.23 -3.85 0.56
C 4.97 1.60 -3.90
C 4.14 2.44 -4.61
C -1.76 0.62 -2.53
C 5.22 -2.73 -0.22
C 0.49 5.95 -0.18
C -1.26 -2.48 4.58
C -3.56 2.40 -0.43
C -4.69 -1.41 -3.41
C -2.80 -0.33 -2.43
C -0.50 5.59 -1.09
C -2.94 2.72 2.25
C -0.77 -3.37 1.98
C 0.66 5.20 0.98
C -4.95 -2.08 -2.18
C -0.28 -4.06 0.72
C 5.65 -0.82 1.18
C 3.16 1.05 -2.41
H 6.87 -2.59 1.14
H -4.06 3.36 -0.28
H 2.16 3.27 -4.77
H 1.75 -4.17 1.46
H 1.29 2.04 -2.81
H 4.51 2.97 -5.47
H -1.90 0.79 4.02
H -0.10 -0.42 5.29
H -2.09 -4.08 -0.48
H 1.87 0.64 4.40
H -1.08 -2.66 -0.74
H 1.56 0.03 2.77
H 5.47 -3.73 -0.55
H 1.44 5.46 1.69
H -0.73 1.09 2.73
H 5.14 0.25 -2.24
H -4.26 1.59 -0.19
H -2.22 2.84 3.05
H 1.11 6.81 -0.36
H 1.61 -4.43 -0.29
H -2.07 4.23 -1.56
H -0.59 -4.20 -1.42
H -0.43 -5.13 0.90
H -3.49 3.65 2.11
H -1.37 -2.16 5.61
H -3.48 -0.04 -4.47
H -3.64 1.93 2.54
H -5.79 -2.76 -2.14
H -0.63 6.17 -1.99
H -1.67 1.21 -3.45
H -3.30 2.30 -1.48
H 0.02 3.50 2.11
H 4.26 0.81 1.00
H -2.25 -4.37 4.89
H -1.66 -5.20 2.63
H 3.49 -2.58 -1.49
H 6.00 1.47 -4.20
H -4.33 -2.38 -0.17
H 6.25 -0.33 1.94
H 1.99 -1.09 4.06
H -0.47 1.78 4.34
H 1.47 -2.80 0.38
*
```

Its highest occupied orbital energy (alpha / beta) is -7.8 / -7.9 eV. As for the expectation value of S²: 0.7852. The calculation puts the frontier orbital gap (alpha / beta) at 6.89 / 7.04 eV. As for the max |F|: 1.41 eV Å⁻¹. The calculation puts the LUMO energy (alpha / beta) at -0.88 / -0.91 eV. The value obtained for the total energy is -4465.85572 hartree. As for the relative energy (zero: lowest compared OMol25 entry of this formula, charge and spin): 0.000 eV.